Entry 1:
{"formula": "C45H60BrNO6S3SiTeW", "method": "ωB97M-V/def2-TZVPD", "species": ["C", "C", "C", "C", "H", "Te", "C", "C", "C", "C", "H", "H", "C", "O", "C", "C", "H", "C", "C", "O", "H", "C", "C", "H", "Br", "H", "H", "S", "H", "C", "H", "H", "H", "C", "C", "H", "C", "H", "O", "C", "H", "H", "O", "C", "H", "H", "C", "H", "H", "H", "C", "H", "C", "C", "C", "H", "H", "H", "H", "H", "H", "Si", "H", "C", "C", "H", "C", "S", "C", "H", "O", "H", "C", "S", "C", "C", "C", "C", "H", "C", "H", "H", "H", "H", "H", "H", "H", "C", "H", "C", "H", "H", "C", "H", "H", "H", "H", "H", "H", "H", "H", "H", "H", "H", "N", "C", "H", "H", "H", "C", "C", "C", "O", "H", "H", "C", "W", "H", "C"], "xyz": [[-3.844, -0.959, 2.439], [-0.877, -1.639, -1.577], [-4.754, 1.267, 2.563], [-2.950, -2.027, 2.998], [1.045, -1.742, 3.084], [-2.439, 1.239, -1.022], [-0.658, 1.321, 5.118], [-2.605, 4.040, 1.849], [-1.782, 3.999, 0.741], [3.743, 3.679, -2.025], [-0.690, 2.341, 4.750], [5.696, 3.599, -1.115], [-0.337, -3.090, -3.481], [3.444, -0.316, -2.517], [0.558, 3.814, 1.832], [3.456, -1.480, 1.651], [0.603, 4.860, 1.535], [-0.054, -1.012, 4.786], [3.403, 0.874, 1.706], [2.649, 1.574, -4.307], [0.552, -3.047, 4.288], [-0.113, 0.328, 4.331], [0.489, -2.018, 3.964], [6.756, -0.489, -1.919], [-1.926, -5.262, -4.425], [0.882, -1.490, -2.795], [1.643, 3.931, -2.483], [-1.549, -2.500, 1.943], [2.020, 3.997, -0.760], [-3.608, 4.995, 1.902], [-0.084, 1.610, -6.274], [2.636, -3.555, 0.461], [-4.271, 5.031, 2.757], [2.564, 1.956, -6.627], [1.879, 1.237, -5.473], [4.793, -0.301, 2.857], [-5.539, 1.020, 1.448], [2.126, 1.644, -7.576], [-1.127, -1.088, 1.262], [2.305, 0.807, 0.874], [2.178, -2.597, -0.974], [-0.583, -2.315, 6.422], [3.668, 2.248, -1.998], [-3.760, 5.909, 0.867], [0.341, -3.358, -4.282], [4.159, -2.352, -3.987], [-0.040, -2.032, -2.629], [-1.262, 4.836, -1.165], [0.254, 0.559, 3.338], [-6.183, 1.793, 1.049], [2.372, 4.285, -1.753], [1.920, 1.709, 0.423], [-4.644, -1.207, 1.328], [4.816, -0.644, -2.849], [4.722, 4.051, -0.921], [1.559, 3.391, 1.912], [2.931, -0.601, -5.919], [4.843, 5.134, -0.862], [5.833, -2.465, -3.409], [5.294, 1.211, -3.859], [-6.085, -0.420, -0.046], [2.710, 1.141, -2.739], [5.449, -0.944, -0.814], [-2.386, -3.439, -2.277], [-1.150, -0.291, 6.836], [0.390, -3.862, -0.108], [-1.511, -3.794, -3.290], [0.733, 1.121, -1.988], [0.445, 1.729, -5.327], [-4.548, 6.649, 0.912], [-0.431, 1.546, 1.314], [3.916, -2.430, 1.887], [-5.481, -0.223, 0.830], [-0.384, 2.897, 0.555], [-3.895, 0.289, 3.046], [5.708, -0.319, -1.663], [5.286, 0.141, -4.072], [4.825, -2.134, -3.151], [2.449, 3.037, -6.528], [1.992, -2.749, 0.097], [5.249, 3.700, -3.574], [5.576, 0.726, -1.379], [-2.555, -1.731, 3.971], [4.485, -2.699, -2.281], [0.033, 3.710, 2.780], [-3.315, -3.978, -2.144], [-1.604, 1.808, 6.991], [-2.908, 5.870, -0.230], [-2.482, 3.314, 2.641], [-0.607, -1.294, 6.059], [4.357, 3.686, 0.042], [3.629, 1.720, -6.636], [1.916, -0.271, -5.692], [6.295, -0.169, -4.346], [-4.611, -2.180, 0.850], [3.826, 1.837, 1.955], [0.445, 2.786, -5.052], [-3.488, -2.973, 3.094], [4.620, -0.031, -4.918], [-3.275, 0.486, 3.914], [-4.817, 2.220, 3.073], [4.365, 5.226, -3.397], [1.575, -0.791, -4.796], [1.263, -0.547, -6.521], [1.690, -0.332, 0.503], [3.953, -0.301, 2.175], [-3.028, 6.578, -1.039], [3.591, 3.827, -4.173], [-0.089, 1.183, -4.551], [-1.177, 1.026, 6.378], [-1.913, 4.908, -0.301], [-2.064, -2.373, -1.449], [0.641, -3.052, 0.350], [-2.781, -2.098, -0.684], [2.425, 5.374, -1.804], [4.269, 4.139, -3.381], [-0.418, -0.065, -0.149], [-1.557, -0.527, 7.811], [2.364, -1.471, 0.797]], "forces_ev_per_angstrom": [[0.0, -0.1, 0.0], [0.2, -0.2, 0.1], [0.0, 0.0, 0.0], [0.3, 0.2, -0.1], [-0.1, 0.0, -0.2], [-0.2, -0.2, -0.3], [0.0, 0.0, 0.0], [0.0, -0.1, 0.1], [-0.1, -0.2, 0.0], [0.0, 0.0, -0.1], [0.0, 0.0, 0.0], [0.0, 0.0, 0.0], [0.0, 0.0, 0.0], [0.2, 0.1, 0.0], [0.1, -0.1, -0.2], [0.1, -0.1, 0.0], [0.0, 0.0, 0.0], [-0.1, 0.0, -0.1], [0.0, 0.1, 0.0], [-0.2, 0.2, 0.0], [-0.1, 0.0, 0.0], [0.1, 0.0, 0.0], [0.4, 0.2, 0.5], [0.0, 0.0, 0.0], [0.0, 0.0, 0.0], [0.0, 0.0, 0.0], [0.0, 0.0, 0.0], [-0.3, -0.2, -0.3], [0.0, 0.0, 0.0], [0.0, 0.0, 0.0], [0.0, 0.0, 0.0], [0.1, 0.1, -0.1], [0.0, 0.0, 0.0], [0.0, 0.0, 0.0], [0.0, -0.1, 0.0], [0.0, 0.0, 0.0], [0.0, 0.0, 0.0], [0.0, 0.0, 0.0], [0.1, -0.1, 0.1], [0.0, 0.1, 0.0], [0.0, 0.0, 0.0], [0.0, 0.0, 0.0], [0.1, -0.1, 0.1], [0.0, 0.0, 0.0], [0.0, 0.0, 0.0], [0.0, 0.0, 0.0], [0.1, 0.0, 0.0], [0.0, 0.0, 0.0], [0.0, 0.0, 0.0], [0.0, 0.0, 0.0], [0.0, 0.0, 0.0], [-0.1, 0.0, 0.1], [-0.1, 0.0, 0.0], [-0.1, 0.1, -0.2], [0.0, 0.0, 0.0], [0.0, 0.0, 0.0], [-0.1, 0.0, 0.0], [0.0, 0.0, 0.0], [0.0, 0.0, 0.0], [0.0, 0.0, 0.0], [0.0, 0.0, 0.0], [-0.2, -0.4, 0.4], [-0.1, -0.1, 0.2], [0.0, 0.0, 0.0], [0.0, 0.0, 0.0], [0.0, 0.1, -0.2], [0.0, 0.0, 0.0], [0.1, 0.3, -0.2], [0.0, 0.0, 0.1], [0.0, 0.0, 0.0], [0.2, 0.9, 0.1], [0.0, 0.0, 0.0], [0.0, 0.0, 0.0], [0.4, 1.0, 0.9], [-0.1, 0.0, 0.0], [0.0, 0.2, 0.0], [0.0, 0.0, 0.0], [0.0, 0.0, 0.0], [0.0, 0.0, 0.0], [-0.2, -0.1, 0.0], [0.0, 0.0, 0.0], [0.0, 0.0, 0.0], [-0.1, 0.0, 0.0], [0.0, 0.0, 0.0], [0.0, 0.0, 0.0], [0.0, 0.0, 0.0], [0.0, 0.0, 0.0], [0.0, 0.0, 0.0], [0.0, -0.1, 0.0], [0.0, 0.0, 0.0], [0.0, 0.0, 0.0], [0.0, 0.0, 0.0], [0.0, 0.0, 0.1], [0.0, 0.0, 0.0], [0.0, 0.0, 0.0], [-0.1, 0.0, 0.0], [0.0, 0.0, 0.0], [0.0, 0.0, 0.1], [0.1, 0.0, 0.1], [0.0, 0.0, 0.0], [0.0, 0.0, -0.1], [0.0, 0.0, 0.0], [-0.1, 0.0, 0.0], [0.0, 0.0, 0.0], [1.6, -0.2, 0.4], [0.1, -0.1, -0.2], [0.0, 0.0, 0.0], [0.0, 0.0, 0.0], [0.0, 0.0, -0.1], [0.0, 0.0, 0.0], [0.0, 0.0, 0.0], [-0.1, 0.0, 0.1], [0.2, -0.2, 0.3], [0.0, 0.0, 0.0], [0.0, 0.0, 0.0], [0.0, 0.0, 0.0], [-2.0, -0.7, -1.5], [0.0, 0.0, 0.0], [-0.2, -0.1, 0.0]], "mulliken_charge": [0.163, 0.725, -0.573, -0.902, 0.491, -0.479, -0.594, -0.108, 0.228, 1.664, 0.343, 0.357, -0.817, 0.048, -1.197, -0.891, 0.436, 1.135, -1.033, 1.335, 0.193, 0.846, -1.709, 0.476, -0.237, -0.329, 0.115, 0.072, 0.085, -0.832, 0.507, 0.619, 0.433, -1.976, 1.912, 0.484, -0.440, 0.447, 0.120, 1.054, -0.014, 0.412, 0.752, -0.608, 0.510, 0.365, 0.517, 0.472, -0.210, 0.373, -1.215, -0.606, -0.034, 1.858, -1.684, 0.205, 0.300, 0.387, 0.428, 0.102, 0.358, -1.964, 0.283, -0.679, -0.602, 0.293, -0.232, -0.108, -1.637, 0.395, 0.775, 0.512, -0.786, 0.167, -0.040, -1.422, -1.321, -1.762, 0.371, -1.030, 0.334, -0.022, 0.265, 0.241, 0.471, 0.486, 0.434, -0.570, 0.399, -0.639, 0.139, 0.326, -1.051, 0.657, 0.380, 0.470, 0.273, 0.583, 0.103, 0.258, 0.525, 0.521, -0.065, 0.588, 1.318, -1.265, 0.421, 0.111, 0.211, -0.547, -0.597, -0.135, -0.453, -0.089, 0.658, -1.618, -0.006, 0.374, 0.462], "charge": 0, "e_homo_ha": [-0.2302, -0.2426], "spin_multiplicity": 3}

Entry 2:
{"formula": "C38H31ClN2OOsS2Sb", "method": "ωB97M-V/def2-TZVPD", "species": ["C", "H", "C", "C", "C", "H", "H", "H", "N", "C", "H", "H", "Sb", "C", "H", "C", "H", "C", "H", "H", "S", "C", "H", "H", "H", "C", "C", "C", "C", "C", "H", "C", "C", "C", "H", "C", "C", "H", "C", "H", "H", "C", "H", "H", "H", "N", "H", "C", "C", "C", "H", "H", "C", "H", "C", "C", "H", "S", "C", "H", "Cl", "H", "C", "C", "H", "C", "C", "C", "Os", "C", "C", "C", "H", "C", "H", "O", "C"], "xyz": [[4.993, 2.584, 2.031], [-4.423, -2.033, 1.261], [-0.334, -2.432, 1.340], [-1.113, 0.201, 3.936], [3.235, -0.233, -1.866], [-0.793, 1.197, 4.207], [6.175, 0.763, 3.274], [6.098, -0.936, 2.776], [0.439, -1.928, 0.415], [2.413, -2.751, -2.595], [-1.396, -1.710, -2.609], [0.406, 3.646, -1.218], [-0.759, 0.908, -1.278], [1.882, -2.066, -1.474], [-2.685, 3.427, -1.409], [3.819, -0.844, -2.977], [-2.182, -3.361, 2.917], [-3.786, 3.451, -3.244], [5.141, -0.387, 4.131], [-4.364, 4.321, -2.967], [2.750, 1.824, 0.730], [1.919, -4.035, -2.904], [-3.424, 1.235, -5.765], [0.532, -5.567, -2.398], [3.539, 0.766, -1.573], [-1.312, 3.626, 2.222], [-0.843, 2.544, 0.135], [-0.493, -0.386, 2.805], [5.521, -0.094, 3.153], [-2.990, -0.821, 0.233], [2.332, -4.560, -3.751], [0.394, -3.922, -1.043], [4.363, 0.167, 2.239], [-3.698, -3.000, -0.501], [6.004, 2.376, 1.681], [4.092, 1.425, 1.737], [0.034, 4.739, 0.584], [-0.404, -4.382, -0.488], [-3.764, -1.960, 0.409], [-1.737, 0.341, -4.212], [-2.526, 0.006, 5.523], [-1.872, -2.370, 3.205], [-1.780, 3.612, 3.195], [4.585, -0.317, -3.524], [5.035, 2.778, 3.102], [2.298, -0.813, -1.123], [-2.808, -3.699, -2.322], [-2.454, -1.755, 4.289], [-2.844, 2.946, -2.364], [-2.852, -2.901, -1.594], [-3.077, -0.013, 0.945], [-4.308, -3.880, -0.365], [-0.086, 3.645, -0.251], [3.845, -2.609, -4.201], [0.877, -2.678, -0.671], [-2.117, 1.821, -2.711], [-4.734, 3.236, -5.152], [3.435, -1.231, 1.904], [-2.131, -0.725, -0.849], [4.624, 3.472, 1.526], [-3.661, -2.584, 5.197], [-0.599, -3.484, 1.292], [-1.464, 2.540, 1.372], [-0.889, -1.722, 2.436], [0.603, 5.598, 0.264], [3.415, -2.103, -3.349], [-0.568, 4.724, 1.831], [-2.316, 1.214, -3.938], [1.377, -0.124, 0.560], [0.922, -4.593, -2.146], [-2.068, -0.458, 4.664], [-2.065, -1.776, -1.757], [-2.070, 1.701, 1.686], [-3.998, 2.840, -4.468], [-0.452, 5.565, 2.499], [0.402, 0.283, 2.168], [-3.260, 1.720, -4.814]], "forces_ev_per_angstrom": [[0.2, 0.0, -0.1], [-0.1, 0.0, 0.1], [0.1, 0.1, -0.2], [0.1, 0.1, -0.1], [-0.3, 0.1, 0.4], [0.0, 0.1, 0.0], [0.0, 0.0, 0.0], [0.1, 0.0, 0.0], [-0.4, -0.2, 1.0], [-0.2, 0.2, 0.3], [0.0, -0.1, -0.1], [0.1, 0.1, -0.1], [-0.7, 0.2, 0.9], [-0.1, -0.6, -0.3], [0.0, 0.0, 0.0], [-0.1, -0.6, -0.3], [-0.1, -0.2, 0.0], [-0.1, 0.1, -0.1], [0.0, 0.0, 0.1], [0.0, 0.1, 0.0], [-0.4, -2.2, 0.7], [-0.2, 0.0, 0.1], [0.0, 0.0, -0.1], [0.0, -0.1, 0.0], [-0.1, -0.2, 0.0], [-0.1, -0.1, 0.1], [-0.3, -0.6, -0.3], [-0.5, -1.1, 0.1], [0.1, -0.1, 0.0], [-0.1, 0.1, 0.0], [0.0, -0.1, -0.1], [0.2, 0.7, 0.4], [-0.7, -1.2, 0.0], [0.0, -0.1, 0.0], [0.1, 0.1, 0.0], [-1.1, 0.9, -0.8], [0.1, 0.1, 0.0], [-0.1, -0.1, 0.1], [-0.1, 0.0, 0.1], [0.0, 0.0, -0.1], [0.0, 0.1, 0.1], [-0.2, 0.2, 0.5], [-0.1, 0.0, 0.1], [0.0, 0.1, 0.0], [0.0, 0.1, 0.0], [0.4, -0.2, -1.0], [0.0, -0.1, -0.1], [0.3, -0.3, -0.5], [0.1, 0.1, 0.4], [0.0, -0.1, -0.1], [0.0, 0.0, 0.1], [-0.1, 0.0, 0.0], [0.0, -0.2, -0.2], [0.1, 0.0, -0.1], [0.2, -0.9, -1.0], [0.7, -0.2, 0.1], [-0.1, 0.0, 0.0], [-1.9, 1.9, -1.1], [0.3, 0.6, 0.1], [0.1, 0.1, 0.1], [-0.2, -0.1, 0.1], [-0.1, 0.0, -0.2], [-0.2, 0.0, 0.1], [0.5, 0.8, 0.3], [0.1, 0.1, 0.0], [0.0, 0.4, 0.3], [0.0, 0.1, 0.1], [0.2, -0.3, -0.1], [5.1, 0.9, -0.1], [0.3, 0.0, -0.4], [0.2, -0.1, -0.3], [0.1, 0.2, -0.1], [0.0, 0.0, 0.1], [0.0, 0.0, 0.0], [0.0, 0.1, 0.0], [-1.3, 1.0, 1.1], [-0.1, 0.0, -0.1]], "mulliken_charge": [-1.830, 0.524, -0.304, -0.202, 0.026, 0.605, 0.403, 0.362, 0.378, 1.074, 0.383, 0.444, 0.931, -0.068, 0.338, -1.034, 0.444, -0.683, 0.329, 0.403, -0.265, -0.814, 0.409, 0.445, 0.498, -0.537, 0.590, 0.263, -1.487, -0.167, 0.469, -0.671, 0.743, -0.822, 0.392, 0.755, -0.587, 0.379, -0.584, 0.262, 0.482, -1.299, 0.478, 0.458, 0.388, 0.282, 0.482, 0.040, -0.183, -0.788, 0.400, 0.437, -0.763, 0.476, 0.635, 0.469, 0.390, -0.195, 0.626, 0.440, -0.220, 0.357, -0.295, 0.573, 0.424, -0.824, -0.737, -0.497, 0.706, -1.160, -0.686, -0.558, 0.274, -0.518, 0.388, -0.680, -0.594], "charge": 1, "e_homo_ha": [-0.3648, -0.3644], "spin_multiplicity": 1}

Entry 3:
{"formula": "C4H12", "method": "ωB97M-V/def2-TZVPD", "species": ["C", "H", "H", "C", "H", "H", "H", "C", "H", "H", "C", "H", "H", "H", "H", "H"], "xyz": [[0.740, -2.231, 1.419], [0.209, 1.334, -1.734], [-2.348, 1.101, -0.788], [1.120, -1.324, 0.265], [-0.972, 2.621, -2.115], [-0.978, 0.682, 0.263], [-1.862, 2.164, 0.386], [-1.422, 1.474, -0.336], [0.359, -1.205, -0.518], [0.181, 2.817, -0.799], [-0.452, 2.096, -1.319], [1.333, -0.307, 0.610], [0.399, -3.200, 1.053], [-0.022, -1.814, 2.068], [1.622, -2.451, 2.025], [2.025, -1.640, -0.259]], "forces_ev_per_angstrom": [[0.4, -0.5, -0.2], [-0.1, 0.1, -0.2], [0.4, -0.4, -0.4], [0.1, 0.8, -0.5], [0.0, 0.0, -0.2], [0.1, -0.1, -0.1], [0.4, 0.5, 0.1], [-1.1, -0.1, 0.5], [-0.1, -0.2, 0.3], [0.1, 0.0, -0.1], [0.2, 0.0, 0.4], [0.0, -0.1, 0.1], [-0.2, 0.0, 0.0], [-0.1, 0.1, 0.0], [-0.1, 0.1, 0.1], [0.0, -0.2, 0.2]], "mulliken_charge": [-0.856, 0.224, 0.279, -0.841, 0.331, 0.103, 0.331, -0.740, 0.235, 0.246, -0.780, 0.265, 0.271, 0.277, 0.272, 0.383], "smiles": "CC.CC", "charge": 0, "e_homo_ha": -0.4272, "spin_multiplicity": 1}

Entry 4:
{"formula": "C13H12", "method": "ωB97M-V/def2-TZVPD", "species": ["C", "C", "C", "H", "H", "H", "H", "H", "H", "H", "H", "C", "C", "C", "H", "H", "C", "C", "H", "C", "C", "C", "H", "C", "C"], "xyz": [[1.050, -0.865, -1.251], [0.644, -0.147, 0.010], [0.295, 1.811, -1.353], [-4.610, -0.500, 1.401], [-0.239, 3.842, -2.130], [1.012, 0.758, 1.791], [-3.060, 1.276, 2.139], [-0.886, 1.487, 1.342], [2.406, -1.924, -2.247], [3.215, 0.667, -0.311], [-3.366, -2.419, -0.041], [1.614, 0.507, 0.953], [-2.724, 0.614, 1.500], [-1.558, -1.444, 0.007], [3.189, 1.688, 1.380], [0.526, -0.825, -2.212], [-3.488, -0.458, 1.088], [0.075, 2.835, -2.014], [-1.014, -2.386, -0.457], [-1.410, 0.705, 1.066], [2.801, 0.987, 0.631], [-0.771, -0.275, 0.317], [2.837, -1.630, -0.469], [-2.928, -1.494, 0.305], [2.187, -1.530, -1.280]], "forces_ev_per_angstrom": [[0.5, 0.4, 1.0], [0.1, 1.6, -3.8], [0.0, 0.1, -0.2], [2.2, 0.0, -0.6], [0.0, 0.3, -0.6], [0.5, 0.5, 1.2], [-1.9, 3.4, 2.9], [2.5, 4.0, 1.2], [0.7, -0.7, -0.2], [0.5, 0.6, -0.1], [-0.9, 0.2, 0.3], [-2.1, -0.9, -1.3], [2.1, -3.6, -3.2], [1.7, -0.4, -0.7], [0.7, -0.4, -0.8], [-0.5, 0.3, 1.0], [-2.5, -1.2, -0.1], [0.2, -1.7, 1.9], [-1.3, 2.2, 0.8], [-2.2, -3.4, -0.7], [-0.5, -0.1, 1.1], [-1.8, -1.5, 1.0], [0.9, -0.2, 1.0], [1.7, 0.5, 0.4], [-0.6, 0.0, -1.2]], "mulliken_charge": [-0.277, 0.932, -0.310, 0.233, 0.348, 0.472, 0.581, 0.633, 0.268, 0.348, 0.378, -0.399, -1.086, -0.107, 0.264, 0.416, -0.169, -0.383, 0.244, -0.332, -0.736, -0.009, 0.431, -0.643, -1.096], "charge": 0, "e_homo_ha": [-0.3144, -0.3141], "spin_multiplicity": 1}